A 2-piece molecular cluster, C6H15OS overall, computed with ωB97M-V with the def2-TZVPD basis set.

- relative energy (zero: lowest compared OMol25 entry of this formula, charge and spin) (kJ/mol) = 124.1
- electronic energy (eV) = -19347.93844
- total charge = -1

Geometry as XYZ:
```
23
Properties=species:S:1:pos:R:3:forces:R:3:nbo_charge:R:1
S 0.1522 -2.8506 -1.6787 0.01 0.09 0.16 0.09
O -0.8678 0.2030 0.2598 -0.06 -0.02 0.03 -0.98
C -0.6814 0.4255 1.5792 -0.04 0.05 -0.27 -0.01
C -1.4698 -2.5891 -0.9090 0.06 -0.20 -0.29 -0.75
C 1.9373 -0.7053 -1.4921 0.04 0.04 0.00 -0.61
C -0.6816 1.9226 1.9433 0.08 -0.01 -0.13 -0.42
C 0.5666 -1.1042 -1.9986 -0.20 -0.11 -0.15 -0.55
C 0.4454 2.6648 1.2317 -0.06 -0.02 0.21 -0.61
H 0.5612 3.6868 1.5943 -0.06 0.19 -0.03 0.17
H -0.5976 2.0529 3.0329 -0.04 0.00 -0.04 0.16
H -1.3829 -1.7694 -0.1950 -0.01 0.16 0.14 0.30
H -0.1775 -0.5162 -1.4520 0.08 0.04 0.03 0.31
H -1.7718 -3.5239 -0.4426 -0.01 -0.07 0.10 0.20
H 2.7362 -1.3481 -1.8618 0.06 -0.11 -0.09 0.18
H -2.1994 -2.3264 -1.6746 -0.06 0.00 0.01 0.19
H 0.4620 -0.9441 -3.0719 0.11 0.11 -0.07 0.18
H 1.3941 2.1588 1.4030 0.18 -0.14 0.02 0.19
H -1.4594 -0.0553 2.2259 0.02 -0.03 0.09 0.08
H 1.9477 -0.7305 -0.4046 -0.05 0.00 0.08 0.22
H 0.2986 0.0235 1.9499 0.04 -0.03 0.16 0.07
H 0.2717 2.6785 0.1604 -0.03 -0.03 -0.14 0.22
H -1.6410 2.3286 1.6046 -0.05 0.05 0.16 0.18
H 2.1573 0.3182 -1.8040 0.01 0.04 0.02 0.20
```
Forces are in eV/Å.

---

C4H7NO2 in the gas phase, computed with ωB97M-V with the def2-TZVPD basis set.

- relative energy (zero: lowest compared OMol25 entry of this formula, charge and spin) (kJ/mol) = 358.2
- electronic energy (eV) = -9843.56769
- total charge = 0

Geometry as XYZ:
```
14
Properties=species:S:1:pos:R:3:forces:R:3:nbo_charge:R:1
O -1.4358 -1.2385 0.4287 -0.17 0.00 0.18 -0.73
O -0.0973 1.3063 1.9724 -0.01 -0.33 -0.42 -0.53
N 0.3635 0.0037 -1.2608 -0.09 0.02 -0.28 -0.53
C -0.0004 1.2076 -0.4482 0.05 0.04 0.04 -0.36
C -0.0953 0.6255 0.9725 0.01 0.30 0.22 0.55
C -0.0905 -0.8881 0.8166 0.21 0.00 0.18 -0.08
C 0.8193 -1.1558 -0.3356 0.09 0.18 0.12 -0.45
H 0.2244 -1.3918 1.7363 -0.06 0.07 -0.14 0.20
H -2.0190 -1.0082 1.1660 0.02 -0.09 -0.17 0.47
H -0.4537 -0.3603 -1.7475 0.05 0.11 0.04 0.43
H 0.7999 1.9468 -0.5078 -0.07 -0.13 0.02 0.23
H -0.9407 1.6664 -0.7677 0.14 -0.08 0.06 0.23
H 1.0704 0.2050 -1.9645 -0.10 -0.08 0.14 0.42
H 1.8551 -0.9187 -0.0604 -0.09 0.00 -0.01 0.16
```
Forces are in eV/Å.

---

A 3-piece molecular cluster, C3H14N2O3 overall at a distorted geometry, computed with ωB97M-V with the def2-TZVPD basis set.

- relative energy (zero: lowest compared OMol25 entry of this formula, charge and spin) (kJ/mol) = 456.3
- 2S+1 = 2
- electronic energy (eV) = -12449.45421
- total charge = +1

Geometry as XYZ:
```
22
Properties=species:S:1:pos:R:3:forces:R:3:mulliken_spin:R:1
O 2.0328 2.6245 -0.6440 -4.00 2.05 -0.40 0.00
O -0.6081 -2.4216 -1.5632 -0.52 0.53 1.06 0.01
O -0.6366 3.3278 -0.3050 -0.01 1.17 1.75 0.00
N -1.5437 -0.1887 1.1963 1.09 -4.80 2.06 0.37
N 0.6358 -0.1775 -0.9539 3.11 0.68 3.94 0.34
C -0.0828 -2.5217 -0.1855 -3.66 5.25 -2.48 0.01
C -0.2107 -0.5894 1.4848 0.27 0.52 1.54 0.11
C 0.6020 -1.1077 0.1779 -1.45 -1.51 -2.72 0.09
H 0.4678 -3.3604 -0.2249 2.53 -2.59 0.27 0.01
H -0.1600 -1.4610 2.1539 -0.56 0.13 -0.34 0.00
H 1.1467 3.2371 -0.5176 2.42 -1.24 1.97 0.00
H 0.4293 0.1125 2.0440 -0.40 0.55 -0.83 0.01
H -0.7120 2.3734 -0.0859 0.02 1.33 0.41 0.01
H -0.6842 3.9450 0.5290 -0.07 -2.26 -2.12 0.00
H 1.4990 -1.4533 0.6598 1.24 1.05 0.37 0.04
H 1.3947 0.5935 -0.7864 -1.80 -1.02 -0.02 -0.01
H -0.9107 -2.6144 0.5164 0.05 -0.65 -0.04 0.00
H -1.6598 0.3951 0.4593 -0.48 2.54 -2.50 0.00
H 1.5784 2.6909 -1.5003 1.60 -1.13 -1.72 0.00
H -1.3557 -1.7649 -1.6554 1.15 -1.12 0.43 0.00
H -2.0989 -1.0671 1.0313 0.07 1.51 0.50 0.00
H 0.8765 -0.5722 -1.8307 -0.61 -1.00 -1.13 0.01
```
Forces are in eV/Å.

---

C6H11FN2 in the gas phase at a distorted geometry, computed with ωB97M-V with the def2-TZVPD basis set.

- relative energy (zero: lowest compared OMol25 entry of this formula, charge and spin) (kJ/mol) = 429.8
- electronic energy (eV) = -12092.93503
- total charge = 0

Geometry as XYZ:
```
20
Properties=species:S:1:pos:R:3:forces:R:3:nbo_charge:R:1
F -1.4504 -2.4314 -2.9305 -0.25 0.88 0.48 -0.33
N -1.6484 0.6690 1.1402 -1.85 1.13 -0.23 -0.26
N -0.5917 0.2794 0.5136 2.02 -0.97 0.15 -0.36
C -0.2984 -0.8614 -1.5858 -0.10 0.80 0.28 -0.23
C -1.8122 0.1759 2.4588 0.10 -0.20 0.30 -0.45
C -1.3621 -1.2799 -2.2345 0.85 -1.37 -0.58 0.50
C 1.0033 -1.6163 -1.3986 -0.54 -0.28 -0.48 -0.64
C -0.4121 0.4978 -0.8977 -0.05 0.03 -0.19 -0.07
C 0.8047 1.3884 -1.1481 -0.26 -0.09 -0.12 -0.61
H 1.7643 -1.2332 -2.0815 0.01 0.02 0.09 0.23
H 0.9277 1.5422 -2.2164 0.12 0.05 -0.16 0.21
H 0.6641 2.3550 -0.6697 -0.02 0.02 0.05 0.22
H 1.7113 0.9346 -0.7527 0.08 -0.01 0.03 0.20
H -2.0560 1.0121 3.1180 0.06 -0.09 0.12 0.21
H 1.3784 -1.5315 -0.3781 -0.04 0.02 -0.01 0.21
H -1.3187 0.9975 -1.2463 0.09 -0.05 0.11 0.24
H -2.6659 -0.5094 2.4796 0.04 -0.10 0.13 0.20
H 0.0830 -0.3446 0.9711 -0.33 0.22 -0.09 0.34
H -0.9245 -0.3496 2.8406 -0.04 0.02 0.10 0.16
H 0.8487 -2.6701 -1.6249 0.12 -0.03 0.04 0.23
```
Forces are in eV/Å.

---

A 2-piece molecular cluster, C6H7Cl2NO3S2 overall at a distorted geometry, computed with ωB97M-V with the def2-TZVPD basis set.

- relative energy (zero: lowest compared OMol25 entry of this formula, charge and spin) (kJ/mol) = 366.8
- electronic energy (eV) = -60676.95122
- total charge = 0
- structure (SMILES) = [O-][N+](O)=C=C1SCCS1.O=CC(Cl)Cl

Geometry as XYZ:
```
21
Properties=species:S:1:pos:R:3:forces:R:3:nbo_charge:R:1
Cl 2.0149 0.4123 -4.1661 -0.33 0.27 0.13 0.01
Cl 2.7343 -1.5000 -2.0769 0.23 0.04 -0.30 -0.02
S -1.1059 -1.6569 0.6542 0.13 0.14 -0.54 0.27
S -1.2470 0.5253 2.5686 0.47 0.97 0.54 0.30
O -0.5134 2.3369 -1.6778 -0.53 0.15 -0.06 -0.46
O -2.8541 1.9628 -1.5807 0.62 0.03 -1.00 -0.59
O 3.2808 1.3050 -0.6353 2.32 0.05 1.85 -0.48
N -1.4422 1.7668 -1.0983 -1.20 -0.67 -0.74 0.34
C 2.5137 0.9951 -1.4663 0.18 0.18 -1.81 0.40
C -1.4662 0.9612 -0.1365 0.40 0.16 0.06 0.12
C -1.2627 0.1373 0.8390 0.00 -1.69 1.34 -0.33
C -1.3522 -1.1517 3.2701 -3.06 0.32 0.52 -0.54
C 2.9051 0.1847 -2.6775 -0.81 -1.08 0.65 -0.31
C -0.6562 -2.0908 2.3641 -0.47 1.05 -1.17 -0.53
H 1.5875 1.4252 -1.4533 -3.32 0.71 -0.15 0.15
H 3.8986 0.4375 -2.8726 1.72 -0.19 -0.35 0.23
H -1.0324 -3.0419 2.5637 -0.64 -1.84 -0.03 0.24
H 0.3910 -2.1219 2.5226 1.10 0.30 -0.04 0.22
H -2.9088 1.7443 -2.5638 0.80 0.35 1.62 0.48
H -2.5220 -1.3281 3.3309 2.41 -0.15 -0.16 0.23
H -0.9629 -1.3032 4.2920 -0.04 0.89 -0.38 0.25
```
Forces are in eV/Å.

---

C8H9O8PSm as an isolated structure at a distorted geometry, computed with ωB97M-V with the def2-TZVPD basis set.

- relative energy (zero: lowest compared OMol25 entry of this formula, charge and spin) (kJ/mol) = 116.6
- 2S+1 = 6
- electronic energy (eV) = -51981.34994
- total charge = +3

Geometry as XYZ:
```
27
Properties=species:S:1:pos:R:3:forces:R:3:mulliken_spin:R:1
Sm 0.0636 -0.2778 -1.3624 -0.87 -0.70 0.14 5.06
P -0.0147 2.1046 0.2979 1.32 -0.32 4.96 0.00
O 3.7985 -1.4451 -0.7594 -4.49 0.79 -1.75 0.00
O 1.6329 1.4623 0.5336 -3.99 0.17 -2.03 -0.01
O -1.7401 0.4474 -0.0979 3.06 -0.26 -1.12 -0.03
O 0.9773 -2.3917 -4.8484 -1.10 2.94 5.02 0.00
O 1.5758 2.4712 -3.5201 -2.25 -5.71 2.73 0.00
O -0.6370 2.2691 1.7277 0.87 -0.07 -3.30 0.00
O -3.1371 0.0348 -3.1513 4.75 -1.20 0.83 0.00
O -0.8929 -3.8707 -0.3407 1.63 3.20 -2.02 0.00
C 2.7275 -1.2340 -1.1314 4.46 -0.77 1.80 0.00
C 2.2098 0.5964 1.5582 0.17 0.19 0.34 0.00
C 0.7582 -1.8116 -3.8635 1.01 -2.78 -4.78 0.00
C -0.8644 1.4502 2.9094 0.09 0.03 1.50 0.00
C -0.4669 -2.9401 -0.8545 -1.69 -3.26 2.08 -0.01
C -2.0404 -0.2148 -2.8992 -5.19 1.27 -1.07 -0.01
C 1.1721 1.4935 -3.0191 2.36 6.05 -2.92 -0.01
C -2.2709 -0.5854 0.7863 0.38 0.25 -0.08 0.00
H -0.4238 0.4496 2.8752 0.10 0.31 -0.47 0.00
H -2.9941 -0.1904 1.5158 0.25 -0.03 -0.46 0.00
H -0.3699 2.0363 3.6819 -0.22 -0.23 0.25 0.00
H 2.0239 1.0542 2.5201 0.19 -0.02 0.26 0.00
H -2.7289 -1.3104 0.1259 -0.53 -0.26 0.14 0.00
H -1.9362 1.3652 3.1207 0.27 0.35 -0.36 0.00
H 3.2838 0.4954 1.3541 -0.38 0.27 0.05 0.00
H 1.7399 -0.3866 1.5229 -0.08 -0.12 0.04 0.00
H -1.4460 -1.0718 1.3180 -0.14 -0.08 0.22 0.00
```
Forces are in eV/Å.

---

Number 1: M 135.3 g/mol. Number 2: M 101.1 g/mol. Number 3: M 126.2 g/mol. Number 4: M 130.2 g/mol. Number 5: M 276.2 g/mol. Number 6: M 414.5 g/mol.